Entry 1:
Below is a structure of composition C34H33F5N5O5TeV, with properties calculated with the ωB97M-V functional and the def2-TZVPD basis.

Structure (XYZ):
```
84
Properties=species:S:1:pos:R:3:forces:R:3:mulliken_spin:R:1
V 1.1024 0.1069 -2.1922 -0.1 0.4 -0.6 1.97
C 2.0476 -0.3463 5.3484 0.0 0.0 0.0 0.00
O 1.2627 -0.0124 4.2161 0.0 0.0 0.0 0.00
C -0.0813 -0.1601 4.3142 0.0 0.0 0.0 0.00
C -0.7552 -0.6142 5.4387 0.0 0.0 0.0 0.00
C -2.1423 -0.7193 5.4173 0.0 0.0 0.0 0.00
C -2.8619 -0.3551 4.2938 0.0 0.0 0.0 0.00
C -2.1893 0.1235 3.1759 0.0 0.0 0.0 0.00
C -0.8058 0.1972 3.1681 0.0 0.0 0.0 0.00
N -0.0981 0.6787 2.0447 0.0 0.1 0.0 0.01
C -0.0912 0.1044 0.8020 0.0 0.0 0.1 0.00
N -0.8019 -1.0478 0.6809 -0.1 0.0 0.1 0.03
C -1.2666 -1.6620 -0.5175 0.0 0.1 -0.1 -0.03
C -0.4572 -2.3505 -1.4288 0.1 -0.1 0.2 0.02
C -1.0852 -2.8741 -2.5675 0.0 0.0 0.0 0.04
C -2.4398 -2.7424 -2.7792 0.0 0.0 0.0 0.00
C -3.2448 -2.0832 -1.8602 0.0 -0.1 0.0 0.01
C -2.6512 -1.5522 -0.7316 0.0 0.1 -0.1 0.00
O -3.3276 -0.8317 0.2084 0.0 -0.2 0.1 0.00
C -4.7455 -0.9564 0.2317 0.0 0.1 -0.1 0.00
N 0.5596 0.6489 -0.1836 0.1 -0.2 -0.3 -0.07
C 1.2926 1.8568 0.0717 0.0 -0.1 0.0 -0.01
C 0.8435 3.0691 -0.4238 0.0 0.0 0.0 -0.01
C 1.5974 4.2215 -0.2683 0.0 0.0 0.0 0.00
C 2.8252 4.1466 0.3656 0.0 0.0 0.0 0.00
C 3.3025 2.9367 0.8475 0.0 0.0 0.0 0.00
C 2.5388 1.7855 0.7065 0.0 0.0 -0.1 0.00
O 2.9127 0.5550 1.1388 0.0 0.0 0.1 0.00
C 4.2867 0.3739 1.4389 0.0 0.0 -0.1 0.00
H 3.0782 -0.1558 5.0639 0.0 0.0 0.0 0.00
H 1.9321 -1.4008 5.6096 0.0 0.0 0.0 0.00
H 1.7857 0.2754 6.2075 0.0 0.0 0.0 0.00
H -0.2110 -0.8952 6.3284 0.0 0.0 0.0 0.00
H -2.6564 -1.0831 6.2970 0.0 0.0 0.0 0.00
H -3.9413 -0.4219 4.2884 0.0 0.0 0.0 0.00
H -2.7298 0.4445 2.2927 0.0 0.0 0.0 0.00
H 0.7249 1.2294 2.2451 0.0 0.0 0.0 0.00
H -1.4018 -1.2323 1.4720 0.0 0.0 0.0 0.00
H -0.4976 -3.4053 -3.2982 0.0 0.0 0.0 0.00
H -2.8835 -3.1630 -3.6722 0.0 0.0 0.0 0.00
H -4.3059 -1.9765 -2.0334 0.0 0.0 0.0 0.00
H -5.2031 -0.4275 -0.6074 0.0 -0.1 0.0 0.00
H -5.0736 -0.4854 1.1552 0.0 0.0 0.0 0.00
H -5.0410 -2.0073 0.2226 0.0 0.0 0.0 0.00
H -0.0783 3.0889 -0.9922 0.0 0.0 0.0 0.00
H 1.2458 5.1589 -0.6765 0.0 0.0 0.0 0.00
H 3.4397 5.0316 0.4640 0.0 0.0 0.0 0.00
H 4.2829 2.8926 1.2978 0.0 0.0 0.0 0.00
H 4.4053 -0.6773 1.6849 0.0 0.0 0.0 0.00
H 4.5929 0.9802 2.2958 0.0 0.0 0.0 0.00
H 4.9022 0.6168 0.5698 0.0 0.0 0.0 0.00
C 3.7605 -3.1302 -0.9517 0.0 0.0 0.0 0.00
C 2.9924 -2.7783 0.1458 0.0 0.0 0.0 0.00
C 1.6465 -2.4938 0.0029 0.0 -0.1 0.0 0.02
C 1.0160 -2.5767 -1.2480 0.1 0.0 0.1 -0.02
C 1.8090 -2.9649 -2.3386 0.0 0.1 0.0 -0.01
C 3.1606 -3.2223 -2.1953 0.0 0.0 0.0 -0.01
H 4.8210 -3.3166 -0.8426 0.0 0.0 0.0 0.00
H 3.4411 -2.7158 1.1288 0.0 0.0 0.0 0.00
H 1.0819 -2.2387 0.8836 0.0 0.0 0.0 0.00
H 1.3925 -3.0022 -3.3308 0.0 0.0 0.0 0.00
H 3.7491 -3.4561 -3.0708 0.0 0.0 0.0 0.00
N -3.6038 2.7175 -0.0170 0.0 0.0 0.0 0.00
C -4.1705 2.1321 -1.1094 0.0 0.1 0.0 0.00
O -5.3756 2.0167 -1.2357 0.0 0.0 0.0 0.00
C -3.2254 1.5977 -2.1380 0.0 0.0 0.0 0.00
C -3.6359 1.4601 -3.4577 0.0 0.0 0.0 0.00
C -2.7411 0.9333 -4.3687 0.0 0.0 0.0 0.00
C -1.4883 0.5245 -3.9332 0.0 -0.1 0.0 0.02
N -1.1057 0.6080 -2.6562 0.0 0.2 0.0 -0.03
C -1.9587 1.1617 -1.7957 0.0 -0.1 0.0 0.02
H -4.2334 3.1687 0.6259 0.0 0.0 0.0 0.00
H -2.6483 3.0310 -0.0332 0.0 0.0 0.0 0.00
H -4.6337 1.7690 -3.7409 0.0 0.0 0.0 0.00
H -3.0004 0.8262 -5.4125 0.0 0.0 0.0 0.00
H -0.7593 0.0941 -4.6051 0.0 0.0 0.0 0.00
H -1.6300 1.2163 -0.7696 0.0 0.0 0.0 -0.01
F 4.1593 2.4373 -2.1690 0.0 0.0 0.0 0.00
Te 4.0111 0.8228 -3.2603 0.1 0.1 0.2 0.01
F 5.6993 0.4837 -2.5014 0.0 0.0 0.0 0.00
F 1.3585 1.7312 -3.0497 0.0 0.1 0.0 0.02
F 4.2926 -0.9668 -4.0247 0.0 0.1 0.0 0.00
F 0.9266 -0.8070 -3.7729 0.0 -0.1 0.1 0.02
O 2.9989 0.0533 -1.9294 -0.1 -0.3 0.2 -0.01
```
Forces are in eV/Å.

Output
E_HOMO (alpha / beta)	-0.30402 / -0.30784	Eh
2S+1	3
Kohn-Sham gap (alpha / beta)	8.43 / 8.49	eV
F_max	0.712	eV/Å

---

Entry 2:
Below is a structure of composition C34H33HfN4OPSi at a distorted geometry, with properties calculated with the ωB97M-V functional and the def2-TZVPD basis.

Structure (XYZ):
```
75
Properties=species:S:1:pos:R:3:forces:R:3:lowdin_charge:R:1
Hf 1.0416 -0.1959 -0.0047 0.7 -0.4 -0.5 1.66
O 0.8318 0.8119 1.6921 0.0 0.8 1.5 -0.27
C 1.6244 1.7772 1.3139 -0.9 -1.1 -0.9 -0.13
C 0.9520 3.0568 1.2148 0.1 0.3 0.2 -0.24
C 1.6080 4.2348 1.5693 -0.2 0.1 0.0 -0.01
C 1.0093 5.4583 1.3204 0.0 -0.1 -0.1 -0.03
C -0.1944 5.4977 0.6259 0.0 0.0 0.0 -0.02
C -0.8094 4.3277 0.1924 0.0 0.2 0.0 -0.05
C -0.2737 3.0846 0.5020 0.0 -0.1 0.0 -0.27
P -1.0941 1.5618 -0.1585 0.3 0.4 0.0 1.04
C -1.8610 1.9784 -1.7214 0.0 0.2 -0.2 -0.39
C -3.0765 2.6611 -1.8124 -0.1 0.0 0.0 -0.09
C -3.5768 3.0203 -3.0552 0.0 0.0 0.0 -0.04
C -2.8711 2.7121 -4.2132 0.0 0.0 0.0 -0.04
C -1.6588 2.0403 -4.1340 -0.1 0.0 0.1 -0.05
C -1.1614 1.6762 -2.8917 0.0 0.0 -0.1 -0.11
C -2.3948 1.1909 1.0341 -0.1 0.0 0.0 -0.37
C -3.5266 0.4783 0.6337 -0.1 0.0 0.0 -0.13
C -4.5135 0.1632 1.5558 0.1 0.0 0.0 -0.06
C -4.3719 0.5530 2.8826 0.0 0.0 0.0 -0.05
C -3.2467 1.2606 3.2852 0.0 0.0 -0.1 -0.04
C -2.2571 1.5795 2.3649 -0.1 0.0 0.1 -0.07
H 2.5691 4.1745 2.0640 0.0 0.0 0.0 0.12
H 1.4928 6.3745 1.6316 0.0 0.0 0.0 0.12
H -0.6477 6.4526 0.3932 0.0 0.0 0.0 0.12
H -1.7159 4.3997 -0.3982 0.1 0.0 0.1 0.11
H -3.6350 2.9145 -0.9181 0.0 -0.1 0.0 0.12
H -4.5202 3.5464 -3.1228 0.0 0.0 0.0 0.12
H -3.2679 2.9970 -5.1792 0.0 0.0 0.0 0.12
H -1.1083 1.8000 -5.0337 0.0 0.0 0.0 0.12
H -0.2116 1.1506 -2.8522 0.0 0.0 0.1 0.08
H -3.6572 0.1854 -0.4019 0.0 0.0 0.0 0.11
H -5.3978 -0.3739 1.2385 0.0 0.0 0.0 0.12
H -5.1456 0.3160 3.6017 0.0 0.0 0.0 0.12
H -3.1417 1.5760 4.3149 0.0 0.0 0.0 0.12
H -1.3897 2.1374 2.6908 0.0 0.0 0.0 0.11
C 4.4834 1.8946 -0.1443 -0.1 0.0 0.0 -0.03
C 4.4473 0.4059 0.0035 -0.1 0.0 0.0 -0.29
C 5.5835 -0.3192 0.2842 0.2 0.0 0.0 0.00
C 5.5200 -1.7071 0.4025 0.1 0.0 0.0 0.00
C 4.3260 -2.3787 0.2216 0.1 0.0 0.0 0.00
C 3.2233 -1.6102 -0.1031 -0.7 -0.3 -0.3 -0.42
N 3.2823 -0.2601 -0.1855 0.0 0.2 -0.2 0.00
N 1.9062 -2.0322 -0.3384 0.7 -0.1 0.0 -0.21
Si 1.3814 -3.2794 -1.4849 -0.1 0.6 0.3 0.38
C -0.0151 -2.3746 -2.3607 -0.2 0.2 -0.1 -0.15
C 0.7407 -4.7633 -0.6430 -0.2 -0.5 0.3 -0.15
C 2.7322 -3.6470 -2.6495 0.4 -0.1 -0.4 -0.15
H 5.4628 2.2078 -0.5004 0.0 0.0 0.0 0.09
H 4.2978 2.3763 0.8167 0.0 0.0 0.0 0.08
H 3.7244 2.2510 -0.8385 0.0 0.0 0.0 0.08
H 6.5241 0.2009 0.3989 0.0 0.0 0.0 0.13
H 6.4186 -2.2661 0.6337 0.0 0.0 0.0 0.13
H 4.2433 -3.4521 0.3178 0.0 0.0 0.0 0.13
H -1.0092 -2.7019 -2.0536 0.0 0.0 0.0 0.03
H 0.0414 -2.4735 -3.4479 0.0 -0.1 0.0 0.06
H 0.0262 -1.2796 -2.2003 -0.1 0.1 0.0 -0.02
H 0.0731 -4.5001 0.1833 0.0 -0.1 0.0 0.02
H 1.5551 -5.3748 -0.2457 -0.1 0.0 0.0 0.05
H 0.1777 -5.3852 -1.3470 0.0 0.0 0.1 0.06
H 3.0113 -2.7716 -3.2411 0.0 -0.1 0.0 0.05
H 2.3913 -4.4268 -3.3379 0.1 0.1 0.0 0.06
H 3.6289 -4.0229 -2.1523 0.0 0.0 0.0 0.04
N -3.3955 -5.2953 3.5912 0.0 0.0 0.0 0.22
C -2.7778 -4.4988 3.0425 0.1 0.2 -0.1 -0.14
C -1.9965 -3.4881 2.3645 -0.3 -0.4 0.3 -0.18
C -0.7832 -3.0716 2.9007 0.0 0.1 0.1 0.03
C -0.0748 -2.1080 2.2259 0.0 0.1 -0.1 -0.09
N -0.5017 -1.5626 1.0728 0.1 0.1 0.0 -0.06
C -1.6734 -1.9652 0.5700 0.0 -0.1 0.1 -0.13
C -2.4507 -2.9261 1.1827 -0.1 0.0 -0.1 0.03
H -0.4040 -3.4837 3.8245 0.0 0.0 0.0 0.14
H 0.8731 -1.7619 2.6162 0.0 0.0 0.0 0.12
H -2.0022 -1.5049 -0.3500 0.0 0.0 0.0 0.10
H -3.3939 -3.2233 0.7463 0.0 0.0 0.0 0.14
```
Forces are in eV/Å.

Output
E_HOMO (alpha / beta)	-0.51912 / -0.51919	Eh
net charge	+2
Kohn-Sham gap (alpha / beta)	7.07 / 7.08	eV
F_max	1.764	eV/Å

---

Entry 3:
Below is a structure of composition C34H33MnN8O7S2 at a distorted geometry, with properties calculated with the ωB97M-V functional and the def2-TZVPD basis.

Structure (XYZ):
```
85
Properties=species:S:1:pos:R:3:forces:R:3:mulliken_spin:R:1
Mn -0.4478 -0.5474 -0.2883 -0.4 -0.2 0.6 3.27
C -1.2658 -1.0814 3.9725 0.2 0.1 -0.2 0.00
C -2.3782 -0.2633 4.1597 0.1 0.0 -0.3 0.00
C -2.6471 0.6804 3.2004 0.2 -0.2 -0.1 -0.01
C -1.8485 0.7655 2.0449 0.4 -0.4 0.3 0.00
N -0.8347 -0.1215 1.8069 -0.6 0.1 -0.6 -0.04
C -0.5458 -0.9762 2.8008 0.2 -0.4 0.3 0.01
N -2.1107 1.8220 1.2481 -0.3 1.0 -1.0 0.02
C -1.4717 2.1022 0.1660 -0.7 -0.6 1.3 0.00
N -0.5248 1.3118 -0.4409 0.3 -0.1 0.3 -0.04
C 0.0198 2.0203 -1.4866 1.4 -0.4 -0.9 0.02
N 1.0523 1.7011 -2.1722 -1.1 1.1 -0.2 0.02
C 1.8400 0.6150 -1.9960 0.7 -0.2 0.2 -0.02
C 2.8936 0.5292 -2.9201 0.1 -0.2 0.4 0.00
C 3.7612 -0.5354 -2.8861 -0.1 0.2 0.3 0.00
C 3.5995 -1.4607 -1.8654 -0.1 0.2 0.2 0.00
C 2.5620 -1.2930 -0.9685 0.7 -0.6 0.3 -0.01
N 1.6711 -0.3000 -1.0047 -0.5 0.3 -0.2 -0.01
C -0.6821 3.2933 -1.6215 -0.8 0.3 0.5 0.00
C -0.5554 4.3311 -2.5228 0.0 -0.1 0.1 0.00
C -1.3888 5.4298 -2.3431 0.1 -0.1 -0.1 0.00
C -2.3067 5.4878 -1.3008 -0.1 -0.1 0.1 0.00
C -2.4384 4.4418 -0.3945 0.1 -0.2 0.0 0.00
C -1.6131 3.3486 -0.5726 0.5 0.2 -0.8 0.00
H -0.9720 -1.7982 4.7218 0.1 -0.1 0.0 0.00
H -3.0023 -0.3502 5.0346 -0.1 0.0 0.1 0.00
H -3.4753 1.3652 3.2842 0.0 0.1 0.0 0.00
H 0.3144 -1.6122 2.6592 -0.1 0.0 0.0 -0.01
H 2.9429 1.3000 -3.6708 0.0 0.1 0.0 0.00
H 4.5316 -0.6504 -3.6308 0.1 0.0 -0.1 0.00
H 4.2490 -2.3160 -1.7729 0.0 -0.1 0.1 0.00
H 2.4524 -2.0166 -0.1797 0.0 0.0 -0.1 -0.01
H 0.1542 4.2829 -3.3338 0.1 0.0 -0.1 0.00
H -1.3207 6.2555 -3.0339 0.0 0.1 -0.1 0.00
H -2.9375 6.3573 -1.1939 0.0 0.1 0.0 0.00
H -3.1550 4.4623 0.4106 -0.1 0.0 0.1 0.00
C -1.1652 -2.5355 -4.1109 0.5 0.5 0.6 -0.01
S 0.1752 -2.0005 -3.0427 1.0 -1.7 -0.8 0.00
O 0.6899 -3.1361 -2.3079 -0.3 0.0 -0.4 0.01
O 1.1312 -1.3077 -3.8549 -0.6 0.1 -0.2 0.00
O -0.5200 -1.0703 -2.0749 -1.1 0.9 0.3 -0.03
H -0.7335 -3.2114 -4.8354 0.1 -0.1 -0.1 0.00
H -1.5512 -1.6474 -4.5911 -0.1 0.2 -0.2 0.00
H -1.9270 -3.0192 -3.5186 -0.2 -0.2 0.2 0.00
C -11.3254 -0.0236 -0.7672 -0.1 0.0 0.0 0.00
C -10.0785 0.1862 0.0284 0.2 0.1 0.0 0.00
C -9.5746 -0.8101 0.8591 0.1 0.0 0.1 0.00
C -8.3747 -0.6355 1.5282 0.0 -0.1 0.1 0.00
C -7.6887 0.5530 1.3744 0.6 0.1 0.2 0.00
C -8.1942 1.5805 0.5989 0.0 0.2 0.0 0.00
C -9.3907 1.3942 -0.0674 0.0 -0.1 0.1 0.00
S -5.9991 0.6517 1.9218 0.4 -0.5 -0.5 0.00
O -5.7593 -0.0132 3.1699 -0.3 -0.2 0.0 0.00
O -5.5026 1.9937 1.7742 -0.4 0.1 -0.1 0.00
N -5.3208 -0.3509 0.7412 -0.4 0.3 0.8 0.00
C -5.4246 0.1758 -0.6035 -0.2 0.2 -0.5 0.00
C -4.4871 -0.5893 -1.5367 0.2 0.0 0.4 -0.03
C -3.0474 -0.1222 -1.3304 -0.6 1.3 -2.0 0.03
O -2.5751 0.7452 -2.0430 -0.5 -0.3 0.1 0.00
O -2.4183 -0.6870 -0.3552 1.8 -1.0 1.5 -0.14
H -11.6822 -1.0443 -0.6777 -0.1 -0.1 0.0 0.00
H -11.1458 0.1912 -1.8185 0.0 0.0 -0.1 0.00
H -12.1055 0.6517 -0.4239 -0.2 0.0 0.0 0.00
H -10.1110 -1.7409 0.9620 -0.1 -0.1 0.0 0.00
H -7.9518 -1.4047 2.1554 0.0 -0.2 0.0 0.00
H -7.6338 2.4993 0.5175 0.0 0.1 -0.1 0.00
H -9.7841 2.1808 -0.6926 -0.1 0.1 -0.1 0.00
H -4.3641 -0.5766 0.9841 0.2 0.0 0.3 0.00
H -5.1939 1.2508 -0.6218 0.0 -0.1 -0.2 0.00
H -6.4619 0.0401 -0.9315 0.2 0.1 -0.1 0.00
H -4.7537 -0.3927 -2.5744 0.1 0.0 0.1 0.00
H -4.5653 -1.6539 -1.3183 -0.1 -0.1 -0.1 0.00
N 0.1257 -6.7444 0.1353 0.0 -0.2 0.0 0.00
C -0.0238 -5.4132 0.1733 -0.1 0.4 0.0 0.00
C 0.9141 -4.5815 0.8083 -0.1 0.2 0.0 0.00
C 0.7157 -3.2254 0.8142 0.3 -0.1 0.1 0.01
N -0.3118 -2.6074 0.2123 0.0 0.5 0.1 -0.04
C -1.2209 -3.4038 -0.3630 -0.4 -0.3 -0.1 0.02
C -1.1411 -4.7715 -0.3828 0.1 0.1 0.1 0.00
H 0.9823 -7.1669 0.4457 0.0 -0.1 0.0 0.00
H -0.5213 -7.3116 -0.3831 0.1 0.0 0.0 0.00
H 1.7926 -5.0019 1.2734 0.0 0.0 0.1 0.00
H 1.4287 -2.5994 1.3380 0.0 0.0 -0.1 -0.01
H -2.0606 -2.9026 -0.8225 0.0 0.0 0.0 -0.01
H -1.9091 -5.3500 -0.8685 -0.2 0.0 -0.1 0.00
```
Forces are in eV/Å.

Output
E_HOMO (alpha / beta)	-0.39276 / -0.39450	Eh
2S+1	4
net charge	+1
Kohn-Sham gap (alpha / beta)	5.03 / 6.55	eV
F_max	2.527	eV/Å